ORCA calculation (ωB97M-V/def2-TZVPD) on a molecular structure, C10H20GaN6OS2.

Results
maximum force	0.25	eV/Å
net charge	+3
lowest unoccupied orbital energy	-9.78	eV
HOMO-LUMO gap	0.3537	hartree

Geometry (Å):
Ga: -0.372 -0.129 -0.185
C: -1.123 -2.908 -0.470
C: -0.893 -2.655 1.011
N: 0.116 -1.567 1.220
C: 1.550 -1.965 1.134
C: 2.089 -2.088 -0.289
S: 1.538 -0.748 -1.425
C: 0.633 -1.663 -2.735
C: -0.900 -1.669 -2.613
N: -1.364 -1.614 -1.199
H: -0.266 -3.393 -0.931
H: -1.974 -3.573 -0.611
H: -1.821 -2.326 1.483
H: -0.578 -3.571 1.512
H: -0.021 -1.212 2.165
H: 2.119 -1.214 1.678
H: 1.706 -2.916 1.645
H: 3.176 -2.030 -0.268
H: 1.825 -3.028 -0.768
H: 0.926 -1.196 -3.675
H: 1.058 -2.666 -2.747
H: -1.333 -0.819 -3.138
H: -1.285 -2.567 -3.097
H: -2.367 -1.434 -1.202
C: -1.432 4.606 -2.755
C: -1.911 3.933 -1.528
N: -2.826 4.352 -0.719
N: -2.929 3.408 0.258
C: -2.101 2.400 0.087
S: -1.835 1.041 1.107
N: -1.442 2.697 -1.057
N: -0.453 1.860 -1.583
H: -1.906 5.584 -2.815
H: -1.706 4.041 -3.649
H: -0.350 4.750 -2.735
H: -3.589 3.553 1.015
H: 0.454 2.323 -1.496
H: -0.634 1.741 -2.579
O: 1.996 2.294 1.885
C: 1.534 1.491 1.262


ORCA calculation (ωB97M-V/def2-TZVPD) on 2 unconnected molecules or ions with the total composition C3H5N2OS in a non-equilibrium geometry.

Results
maximum force	6.70	eV/Å
net charge	+1
lowest unoccupied orbital energy	-4.74	eV
relative energy (zero: lowest compared OMol25 entry of this formula, charge and spin)	242.92	kJ/mol
HOMO-LUMO gap	0.3299	hartree

Geometry (Å):
C: 1.391 2.326 0.732
C: 0.965 -0.628 0.004
C: -1.195 -1.898 0.232
N: -0.137 -1.034 0.101
N: 0.740 1.732 -0.064
O: 2.180 2.679 1.530
S: -0.781 1.825 -0.838
H: 1.870 -0.060 -0.158
H: -1.191 -2.487 1.148
H: -1.211 -2.662 -0.667
H: -2.147 -1.312 0.135
H: -0.484 1.518 -2.154


ORCA calculation (ωB97M-V/def2-TZVPD) on 2 unconnected molecules or ions with the total composition C5H12N2O2 in a non-equilibrium geometry.

Results
maximum force	3.15	eV/Å
net charge	-2
lowest unoccupied orbital energy	6.73	eV
relative energy (zero: lowest compared OMol25 entry of this formula, charge and spin)	0.00	kJ/mol
HOMO-LUMO gap	0.1702	hartree

Geometry (Å):
C: 0.449 -0.066 -2.135
C: -0.828 1.482 0.598
C: 0.645 -0.802 -0.758
C: 0.662 1.126 0.919
C: 1.291 0.035 0.382
N: -1.996 -1.370 0.786
N: 2.464 -0.463 0.991
O: -3.436 -0.977 0.826
O: 3.347 -1.331 0.481
H: 1.393 0.490 -2.389
H: -0.033 -0.755 -2.941
H: -0.341 0.756 -2.023
H: -0.888 1.802 -0.438
H: -1.449 0.556 0.664
H: -1.265 2.166 1.290
H: 1.307 -1.556 -1.114
H: -0.243 -1.222 -0.413
H: 1.196 1.696 1.638
H: -3.359 -0.060 0.371
H: -1.815 -1.851 1.693
H: 2.899 0.344 1.572


ORCA calculation (ωB97M-V/def2-TZVPD) on a molecular structure, C2H13MnN2O in a non-equilibrium geometry.

Results
maximum force	1.50	eV/Å
net charge	+1
lowest unoccupied orbital energy (spin up / spin down)	-3.99 / -4.14	eV
relative energy (zero: lowest compared OMol25 entry of this formula, charge and spin)	0.00	kJ/mol
HOMO-LUMO gap (spin up / spin down)	0.3187 / 0.3026	hartree
spin multiplicity	4

Geometry (Å):
C: 1.957 1.376 -0.042
Mn: -0.621 0.129 -0.249
N: -1.679 -1.752 -0.521
N: -0.298 0.226 -2.406
H: -2.628 -1.651 -0.145
H: 2.001 0.297 -0.068
H: 2.263 1.712 0.952
H: 0.926 1.778 -0.228
H: 2.624 1.778 -0.802
H: -1.166 0.364 -2.933
H: 0.078 -0.683 -2.707
H: 0.362 0.931 -2.737
H: -1.751 -2.242 -1.408
H: -1.190 -2.359 0.144
C: -0.140 0.039 2.660
O: -0.881 -0.303 1.526
H: -0.769 0.652 3.328
H: 0.778 0.589 2.431
H: 0.132 -0.881 3.203


ORCA calculation (ωB97M-V/def2-TZVPD) on a single C3H4O2S molecule in a non-equilibrium geometry.

Results
maximum force	3.78	eV/Å
lowest unoccupied orbital energy	0.11	eV
relative energy (zero: lowest compared OMol25 entry of this formula, charge and spin)	229.35	kJ/mol
HOMO-LUMO gap	0.3224	hartree
SMILES	O[C@H]1C=CSO1

Geometry (Å):
O: -1.328 -1.107 -0.015
C: -0.940 0.090 0.409
C: 0.555 -0.061 0.722
C: 1.384 0.264 -0.306
S: 0.553 1.043 -1.620
O: -0.994 1.066 -0.630
H: -0.761 -1.410 -0.791
H: -1.689 0.510 1.165
H: 0.891 -0.383 1.705
H: 2.329 -0.013 -0.639


ORCA calculation (ωB97M-V/def2-TZVPD) on a molecular structure, C3H2AgFO in a non-equilibrium geometry.

Results
maximum force	4.95	eV/Å
net charge	+1
lowest unoccupied orbital energy (spin up / spin down)	-5.56 / -6.08	eV
relative energy (zero: lowest compared OMol25 entry of this formula, charge and spin)	258.77	kJ/mol
HOMO-LUMO gap (spin up / spin down)	0.3113 / 0.2900	hartree
spin multiplicity	2

Geometry (Å):
C: 0.082 -0.877 -0.435
C: 1.144 0.029 -0.184
O: 0.421 1.015 0.541
C: -0.759 0.507 0.770
F: 0.174 -2.192 -0.154
H: -0.553 -0.671 -1.306
H: 1.736 0.467 -0.994
Ag: -2.245 1.721 1.760


Copy entry 3 word for word.
ORCA calculation (ωB97M-V/def2-TZVPD) on 2 unconnected molecules or ions with the total composition C5H12N2O2 in a non-equilibrium geometry.

Results
maximum force	3.15	eV/Å
net charge	-2
lowest unoccupied orbital energy	6.73	eV
relative energy (zero: lowest compared OMol25 entry of this formula, charge and spin)	0.00	kJ/mol
HOMO-LUMO gap	0.1702	hartree

Geometry (Å):
C: 0.449 -0.066 -2.135
C: -0.828 1.482 0.598
C: 0.645 -0.802 -0.758
C: 0.662 1.126 0.919
C: 1.291 0.035 0.382
N: -1.996 -1.370 0.786
N: 2.464 -0.463 0.991
O: -3.436 -0.977 0.826
O: 3.347 -1.331 0.481
H: 1.393 0.490 -2.389
H: -0.033 -0.755 -2.941
H: -0.341 0.756 -2.023
H: -0.888 1.802 -0.438
H: -1.449 0.556 0.664
H: -1.265 2.166 1.290
H: 1.307 -1.556 -1.114
H: -0.243 -1.222 -0.413
H: 1.196 1.696 1.638
H: -3.359 -0.060 0.371
H: -1.815 -1.851 1.693
H: 2.899 0.344 1.572


> maximum force of number 5 (C3H4O2S)?

3.78 eV/Å


Copy entry 6 word for word.
ORCA calculation (ωB97M-V/def2-TZVPD) on a molecular structure, C3H2AgFO in a non-equilibrium geometry.

Results
maximum force	4.95	eV/Å
net charge	+1
lowest unoccupied orbital energy (spin up / spin down)	-5.56 / -6.08	eV
relative energy (zero: lowest compared OMol25 entry of this formula, charge and spin)	258.77	kJ/mol
HOMO-LUMO gap (spin up / spin down)	0.3113 / 0.2900	hartree
spin multiplicity	2

Geometry (Å):
C: 0.082 -0.877 -0.435
C: 1.144 0.029 -0.184
O: 0.421 1.015 0.541
C: -0.759 0.507 0.770
F: 0.174 -2.192 -0.154
H: -0.553 -0.671 -1.306
H: 1.736 0.467 -0.994
Ag: -2.245 1.721 1.760